Record 1
This record from OMol25 describes a molecular structure, C20H41F4N8O7P2S2Tl in a non-equilibrium geometry. The level of theory is ωB97M-V/def2-TZVPD.

Atoms and positions in Å:
H1 -3.671 -4.193 -0.993
C1 1.754 -4.533 2.459
H2 -0.255 -1.724 -3.820
H3 2.244 2.742 3.000
H4 -1.576 -2.445 -4.729
S1 -3.288 3.170 1.656
N1 -2.984 0.987 -3.125
H5 5.623 -1.238 1.561
N2 1.299 4.133 -0.052
H6 -2.657 -2.959 -1.744
H7 -0.460 2.568 -2.820
C2 -0.907 -1.581 -4.676
O1 2.494 1.863 0.213
O2 -5.246 3.427 -0.438
H8 -0.305 -1.542 -5.583
C3 1.892 -3.924 3.692
C4 -1.753 -3.838 -0.010
C5 5.134 1.191 0.442
H9 0.784 4.743 1.918
H10 -4.136 -1.431 -2.139
F1 -1.293 -2.181 3.758
N3 4.221 0.256 1.086
H11 0.303 4.135 -2.524
F2 0.673 -5.078 0.473
H12 3.952 -1.812 1.463
H13 3.731 1.759 3.095
N4 1.561 2.484 -2.076
C6 2.654 1.754 3.264
C7 0.660 -4.375 1.641
H14 -0.566 4.110 0.938
O3 1.880 -0.689 0.278
S2 -4.223 2.485 0.006
N5 -1.618 -0.322 -4.500
O4 -4.794 1.156 0.325
H15 0.088 5.719 0.602
N6 -3.824 -2.245 -0.235
H16 2.605 0.636 -2.000
H17 2.429 5.837 -0.511
H18 -1.830 -4.931 0.044
F3 0.858 -2.507 5.268
H19 0.897 0.461 -2.426
H20 -3.888 -2.935 1.733
H21 -5.228 -0.839 -0.886
N7 2.029 0.686 2.502
C8 4.682 -1.141 1.014
C9 -4.716 -1.726 -1.261
H22 -5.464 -2.482 -1.570
H23 -3.159 1.372 -2.202
H24 -3.118 1.595 -3.912
H25 -0.892 -3.620 -0.657
C10 0.350 4.701 0.908
H26 2.469 1.583 4.326
H27 4.751 2.207 0.485
C11 0.575 0.573 2.731
H28 3.099 4.848 0.801
F4 2.758 -5.331 2.020
P1 2.558 0.411 0.968
H29 0.813 3.169 -3.920
H30 6.096 1.161 0.960
C12 -4.577 -2.612 0.953
H31 -5.132 -1.737 1.303
Tl1 -2.150 0.078 0.565
C13 -3.013 -3.328 -0.781
H32 2.055 1.131 -3.605
H33 3.216 4.296 -0.885
P2 1.168 2.547 -0.451
H34 0.399 0.330 3.780
H35 4.841 -1.460 -0.022
H36 0.042 1.497 2.476
H37 2.774 -4.043 4.308
C14 2.578 4.810 -0.165
C15 0.809 -3.132 4.069
C16 -0.466 -3.540 1.977
H38 -5.297 -3.425 0.730
O5 -1.579 -0.546 -2.224
H39 0.168 -0.228 2.123
N8 -1.564 -3.268 1.311
C17 -0.295 -2.955 3.289
H40 5.314 0.938 -0.613
O6 -0.105 1.948 -0.054
O7 -3.181 2.286 -1.057
C18 -2.041 0.010 -3.208
C19 0.485 3.122 -2.881
C20 1.784 1.094 -2.549
H41 -2.301 -0.116 -5.209

2S+1	1
charge	-2
maximum force	2.671	eV/Å
Kohn-Sham gap	5.073	eV
LUMO	0.14289	Ha

Mulliken atomic charge list, values in e, 4 entries:
1. H 0.336
2. C 0.272
3. H 0.230
4. H 0.081

Record 2
This record from OMol25 describes a molecular structure, C30H24ClF3N4O2S5Sr. The level of theory is ωB97M-V/def2-TZVPD.

Atoms and positions in Å:
C1 5.069 3.619 2.073
C2 -0.889 -1.835 -0.734
C3 1.281 -1.731 -3.108
H1 -4.463 -1.624 -1.971
C4 -0.209 0.483 -3.733
H2 -0.388 -3.541 1.590
H3 0.438 -2.475 4.336
C5 2.806 -1.584 -0.767
H4 5.335 1.572 1.570
C6 -3.623 2.277 3.751
C7 -0.293 -0.661 -4.561
F1 -4.736 -4.023 -2.436
C8 -1.535 1.817 2.644
H5 4.553 5.675 2.444
H6 3.240 -3.663 -1.117
H7 -3.243 0.367 -1.127
H8 0.451 -0.686 4.021
C9 2.167 -0.447 -1.210
N1 2.194 0.786 -0.556
H9 3.349 -1.561 0.170
C10 -3.499 1.902 1.410
H10 -0.835 1.348 -3.929
S1 -4.754 4.025 -1.302
C11 0.436 -1.766 -4.241
O1 1.761 3.580 -0.356
C12 4.725 2.460 1.444
H11 -0.896 -3.916 -1.253
C13 1.336 -0.526 -2.375
C14 1.996 -2.866 -2.652
H12 0.905 -4.226 2.634
H13 -3.944 1.891 0.419
O2 2.660 -2.101 2.702
S2 -2.436 2.489 -2.377
C15 4.273 4.769 1.920
S3 0.207 1.700 2.655
C16 -3.085 3.784 -1.370
H14 1.220 -3.893 0.907
H15 -5.327 2.389 2.407
N2 0.563 0.554 -2.679
H16 0.134 -1.847 -0.377
C17 0.219 -1.674 3.627
F2 -2.887 -4.473 -3.464
C18 -2.256 2.101 3.820
C19 2.721 -2.790 -1.496
C20 -3.445 -1.724 -1.622
Cl1 6.507 3.700 3.080
N3 -1.513 -0.658 -0.693
H17 1.930 -3.790 -3.215
C21 3.299 1.131 0.014
C22 -1.466 -2.996 -1.220
H18 4.141 0.427 0.004
C23 -4.270 2.191 2.519
C24 2.748 3.551 0.420
Sr1 -0.258 2.070 -0.356
S4 -1.951 4.698 -0.459
C25 3.168 4.739 1.123
H19 -0.964 -0.644 -5.410
H20 -1.715 2.208 4.750
H21 -0.825 -1.688 3.311
C26 0.682 -3.564 1.797
C27 3.564 2.384 0.646
N4 -2.185 1.677 1.473
H22 0.365 -2.681 -4.820
H23 2.540 5.611 0.993
S5 1.270 -1.903 2.192
C28 -2.773 -2.927 -1.677
C29 -2.774 -0.611 -1.124
F3 -3.223 -5.238 -1.471
H24 -4.184 2.512 4.650
C30 -3.410 -4.154 -2.259

2S+1	1
charge	-2
maximum force	0.529	eV/Å
Kohn-Sham gap	4.573	eV
LUMO	0.13553	Ha

Mulliken atomic charge list, values in e, 4 entries:
1. C 0.219
2. C -0.608
3. C 1.532
4. H 0.472

Record 3
This record from OMol25 describes a molecular structure, C39H32ClFeN2O2S. The level of theory is ωB97M-V/def2-TZVPD.

Atoms and positions in Å:
H1 -1.572 -0.713 -4.567
O1 -1.161 0.589 0.362
S1 -1.952 -0.087 -2.341
C1 -2.430 -0.278 -4.055
H2 -7.029 2.341 0.919
C2 3.720 -2.171 5.834
H3 0.021 -2.774 -6.295
C3 0.326 -2.435 -5.314
C4 -4.634 2.626 -1.025
H4 -7.032 3.547 -0.364
H5 4.161 5.058 -2.424
C5 1.648 -3.676 4.769
C6 3.470 4.279 -2.123
H6 -2.587 2.640 -1.715
C7 1.859 -2.374 4.297
C8 -1.311 -0.367 1.243
C9 -2.708 -1.622 2.871
C10 3.619 3.682 -0.850
H7 1.607 -0.880 -6.055
N1 1.704 2.287 -1.333
C11 -3.475 2.052 -1.523
C12 -0.235 -1.063 1.827
H8 5.319 4.852 -0.210
N2 1.873 1.019 1.049
H9 2.323 -0.131 -3.830
H10 -0.228 -3.211 2.155
H11 1.446 -1.889 -0.657
C13 -1.677 -2.308 3.406
H12 2.620 -0.793 -1.411
C14 -4.542 -0.107 -1.464
H13 -3.697 -1.757 3.293
C15 4.692 3.472 1.292
C16 2.094 0.138 1.953
C17 -2.563 -0.728 1.761
H14 -3.433 -0.189 1.405
H15 -4.664 3.694 -0.840
O2 -0.897 1.000 -2.399
C18 1.080 -0.818 2.319
C19 4.624 4.070 0.068
C20 -3.445 0.690 -1.749
C21 3.510 -3.470 6.279
H16 -6.557 -0.137 -0.746
H17 3.846 2.029 2.642
C22 1.156 -1.570 -2.745
C23 2.905 -1.626 4.860
C24 1.216 -1.375 -5.174
C25 1.568 -1.103 -1.407
H18 4.147 -3.894 7.044
C26 2.710 2.666 -0.496
H19 2.324 4.309 -3.928
H20 -3.282 -0.954 -4.110
H21 3.057 0.079 2.464
H22 0.835 -4.261 4.361
H23 4.518 -1.575 6.260
C27 0.247 -2.626 -2.910
C28 -0.155 -3.054 -4.167
H24 3.054 -0.599 4.552
H25 2.291 -5.227 6.091
C29 2.468 -4.217 5.744
H26 -0.134 -3.126 -2.026
H27 0.767 2.517 -3.121
H28 -4.494 -1.181 -1.607
C30 1.588 2.864 -2.504
H29 5.442 3.781 2.007
Fe1 0.498 0.588 -0.739
C31 -6.998 2.477 -0.164
C32 -5.757 1.854 -0.742
H30 -0.845 -3.886 -4.251
C33 1.620 -0.953 -3.917
H31 -2.682 0.702 -4.455
C34 3.787 2.453 1.649
C35 -5.695 0.481 -0.970
Cl1 -1.922 -3.436 4.706
C36 2.465 3.873 -2.949
H32 -7.898 2.022 -0.578
C37 -0.363 -2.275 2.720
C38 2.825 2.017 0.771
C39 1.007 -1.832 3.273

2S+1	6
maximum force	0.105	eV/Å
Kohn-Sham gap (alpha / beta)	5.307 / 5.967	eV
LUMO (alpha / beta)	-0.03447 / -0.02842	Ha

Mulliken atomic charge list, values in e, 4 entries:
1. H 0.269
2. O -1.160
3. S 1.102
4. C -1.142

Result set for E_tot: -3802.706001, -4308.801464, -3887.359342 Ha, one per record in the order listed.